# C6H7NO3

A single C6H7NO3 molecule (ωB97M-V/def2-TZVPD, the Open Molecules 2025 dataset).

Cartesian coordinates (Å):
H (-1.222, -1.474, -0.219)
N (-1.921, -0.630, 0.322)
C (-1.218, 0.345, -0.004)
O (-0.055, -0.367, -0.853)
C (-0.798, 1.524, 0.863)
O (-1.359, 1.751, 1.907)
C (0.402, 2.211, 0.442)
C (1.418, 2.644, -0.067)
C (2.633, 2.815, -0.861)
O (2.762, 1.771, -1.786)
C (3.938, 1.868, -2.561)
H (0.605, 0.315, -1.057)
H (3.496, 2.850, -0.169)
H (2.581, 3.797, -1.369)
H (3.943, 1.017, -3.251)
H (3.951, 2.805, -3.142)
H (4.836, 1.826, -1.922)

The LUMO energy comes out at -0.85 eV. As for the gap between HOMO and LUMO: 9.79 eV. Its SMILES is [H]/N=C(\O)C(=O)C#CCOC. As for the electronic energy: -13962.5263 eV. The relative energy (zero: lowest compared OMol25 entry of this formula, charge and spin) is 524.4 kJ/mol.

---

# C2H3N3S2

A single C2H3N3S2 molecule (ωB97M-V/def2-TZVPD, the Open Molecules 2025 dataset).

Cartesian coordinates (Å):
S (-1.819, -1.022, -0.002)
C (-0.673, 0.305, 0.009)
N (-0.969, 1.574, 0.007)
N (0.217, 2.275, -0.008)
C (1.182, 1.405, -0.001)
N (0.689, 0.127, -0.005)
S (1.657, -1.310, 0.001)
H (-2.892, -0.202, 0.001)
H (2.257, 1.590, 0.017)
H (0.611, -2.163, -0.011)

The LUMO energy comes out at 0.24 eV. As for the gap between HOMO and LUMO: 9.42 eV. Its SMILES is Sc1nncn1S. As for the electronic energy: -28261.9055 eV. The relative energy (zero: lowest compared OMol25 entry of this formula, charge and spin) is 83.3 kJ/mol.